No. 1
This record from the Open Molecules 2025 dataset describes C8H10O in the gas phase in a non-equilibrium geometry. The level of theory is ωB97M-V/def2-TZVPD.

For the relative energy (zero: lowest compared OMol25 entry of this formula, charge and spin), the calculation gives 391.1 kJ/mol. The structure (SMILES) is COC1C=CC=CC=C1. As for the frontier orbital gap: 8.5 eV.

Cartesian coordinates (Å):
1 C -0.72 1.47 1.40
2 C 1.29 0.25 0.72
3 C 1.02 0.89 -0.68
4 C 0.27 0.55 -1.67
5 C -0.83 -0.37 -1.72
6 C -1.01 -1.55 -1.00
7 C -0.14 -1.92 0.14
8 C 0.71 -1.12 0.93
9 H -1.03 2.19 2.10
10 H -0.69 1.92 0.39
11 H -1.44 0.61 1.53
12 H 2.40 0.38 1.10
13 H 1.66 1.76 -1.04
14 H 0.56 1.01 -2.67
15 H -1.67 -0.29 -2.51
16 H -1.83 -2.29 -1.36
17 H -0.14 -2.91 0.63
18 H 0.94 -1.68 2.01
19 O 0.66 1.10 1.69

No. 2
This record from the Open Molecules 2025 dataset describes 2 unconnected molecules or ions with the total composition C7H6NO3S3 in a non-equilibrium geometry. The level of theory is ωB97M-V/def2-TZVPD.

The multiplicity is 3. The net charge is -1. As for the frontier orbital gap (spin up / spin down): 4.8 / 4.8 eV.

Cartesian coordinates (Å):
1 C 3.12 0.18 -0.05
2 C 2.48 0.06 1.17
3 C 2.41 0.66 -1.13
4 C 1.17 0.39 1.33
5 C 1.09 1.01 -1.01
6 C 0.47 0.91 0.24
7 C -1.93 1.41 -0.04
8 N -0.81 1.31 0.34
9 O -2.60 -2.94 -0.28
10 O -1.05 -1.02 -0.55
11 O -3.38 -1.01 -1.35
12 S -3.35 2.01 -0.14
13 S -3.01 -0.90 1.52
14 S -2.43 -1.33 -0.30
15 H 4.26 -0.18 -0.01
16 H 2.93 -0.29 2.13
17 H 2.90 0.87 -2.13
18 H 0.87 0.34 2.36
19 H 0.42 1.61 -1.86
20 H -3.56 -3.08 -0.25

No. 3
This record from the Open Molecules 2025 dataset describes C3H3N3O in the gas phase in a non-equilibrium geometry. The level of theory is ωB97M-V/def2-TZVPD.

For the relative energy (zero: lowest compared OMol25 entry of this formula, charge and spin), the calculation gives 210.7 kJ/mol. The structure (SMILES) is C=NNC(=O)C#N. As for the frontier orbital gap: 10.6 eV.

Cartesian coordinates (Å):
1 C 1.92 0.36 0.01
2 C -1.41 -0.58 0.03
3 C -1.89 0.83 -0.03
4 H 2.55 1.25 -0.08
5 H 2.44 -0.54 0.24
6 H 0.32 -1.57 -0.17
7 N 0.70 0.45 -0.07
8 N -0.04 -0.63 0.06
9 N -2.37 1.90 0.04
10 O -2.21 -1.47 -0.02

What is the formula in the third record?
C3H3N3O